[1]
Entry from the Open Molecules 2025 dataset: 9 unconnected molecules or ions with the total composition C73H94F8N3O2 in a non-equilibrium geometry (wB97M-V/def2-TZVPD).

CARTESIAN COORDINATES (ANGSTROEM)
F: -2.69198 -1.56371 5.95799
F: -5.20489 -7.78754 -3.79037
F: -7.64893 -13.79180 -4.51884
F: 0.88141 -2.38755 -1.14213
F: -1.81104 -2.64566 -4.80513
F: -10.75851 -0.79971 1.12342
F: 9.73469 2.85764 -1.50329
F: 13.55344 2.98341 2.62516
O: 5.96748 1.86480 0.89474
O: 0.76211 3.72370 -3.35483
N: -0.73103 1.70780 2.01919
N: -0.41088 1.96754 -0.25521
N: -2.60439 1.71805 0.50592
C: -2.98370 -2.90263 7.87223
C: 3.64380 1.16537 1.12869
C: -1.99784 -0.70207 8.03630
C: -6.36759 -11.57164 -7.05743
C: 11.73304 1.95750 1.55252
C: -5.28013 1.10166 1.50922
C: -4.15817 -5.69112 -3.61786
C: 0.45555 -3.50696 -1.78846
C: -2.36135 -1.20620 1.11041
C: 1.75774 0.71322 -0.53830
C: -0.83335 2.17942 -1.64774
C: -3.52569 2.84082 0.84368
C: -7.15978 -12.68270 -5.10829
C: -5.87082 -6.35864 -2.04728
C: -5.73126 -5.14551 -1.38980
C: -1.19353 3.64126 -1.93331
C: 11.83970 5.71288 -3.55628
C: -2.83956 -3.06102 9.24278
C: -1.26809 -1.57121 -5.41121
C: 0.85364 -3.72063 -3.09154
C: 12.60963 2.02192 2.61660
C: -10.15425 2.74528 3.08650
C: -0.35946 -4.39254 -1.11394
C: 10.76399 0.96519 1.54754
C: -0.27774 4.21183 2.07136
C: -6.86836 -12.71727 -6.45675
C: 12.55131 1.13404 3.67188
C: 1.37786 6.07639 1.99562
C: 0.95578 4.80893 2.76212
C: -9.56613 1.21142 1.32851
C: -9.36658 2.41207 1.99327
C: 7.32343 3.70204 1.60577
C: 2.16023 3.93021 -3.29476
C: -0.45580 0.66558 -5.26735
C: -4.81417 -4.20619 -1.84230
C: 11.54318 5.89950 -2.21356
C: 10.71059 3.58699 -3.51551
C: 10.68154 0.06214 2.59879
C: -2.55701 -1.72412 7.29851
C: -11.36251 0.67547 2.85056
C: -6.96714 -11.55002 -4.34365
C: 5.10241 0.90395 1.45281
C: 2.10511 3.79644 2.74100
C: -4.03144 -4.47901 -2.95638
C: 11.42184 4.55854 -4.20424
C: -0.41660 -5.76604 -3.08783
C: -10.56292 0.36501 1.76953
C: 3.26641 0.79064 -0.30048
C: 10.42640 3.79890 -2.18231
C: -2.28249 -2.04789 10.01063
C: -1.03868 -0.43773 -4.65815
C: 10.82713 4.93816 -1.51487
C: -5.07772 -6.60649 -3.14907
C: 0.40990 -4.86344 -3.74127
C: -6.16172 -10.42077 -6.30898
C: -4.29736 3.28316 -0.41537
C: 1.05247 1.97462 -0.06453
C: -0.80055 -5.52874 -1.77632
C: 5.92696 3.12634 1.52485
C: -1.15574 -0.75175 1.93633
C: -1.34442 0.55460 2.73029
C: -0.83261 2.96994 2.78144
C: -0.11712 0.62012 -6.61248
C: -6.45988 -10.41100 -4.95312
C: -0.72601 0.39427 4.12250
C: -4.51851 2.37798 1.91374
C: -0.00274 4.46531 -2.43595
C: -1.25239 1.82112 0.72141
C: 11.57453 0.14908 3.65816
C: -0.93593 -1.64019 -6.74808
C: -0.35879 -0.53098 -7.34892
C: -1.86430 -0.87054 9.40692
C: -11.14920 1.87592 3.51208
H: -2.30656 -0.80204 0.09570
H: -8.59350 3.09071 1.65625
H: -1.52426 4.10239 -1.00351
H: 1.48912 -3.00043 -3.59056
H: -0.93542 -1.52979 2.66252
H: 0.01020 4.02484 1.03404
H: 10.07261 0.89901 0.71781
H: -0.76103 -6.65408 -3.60001
H: 5.47666 3.06977 2.52086
H: 2.18135 5.84673 1.29736
H: 11.65152 4.41145 -5.25074
H: -5.21334 0.88506 0.44742
H: -0.30233 2.85553 3.71811
H: -1.43287 -0.07876 10.00389
H: -3.99485 2.15697 2.84221
H: -2.80877 1.31921 -0.39839
H: 1.59242 0.60999 -1.61120
H: 11.87191 6.79547 -1.70492
H: -1.04988 4.98068 2.05259
H: 5.40222 -0.07405 1.08231
H: -1.99939 3.65695 -2.66070
H: -1.12910 -2.54799 -7.30358
H: -2.17456 -2.17530 11.07885
H: -5.76886 -9.53071 -6.78222
H: -4.37370 2.48141 -1.14673
H: -5.31788 3.52181 -0.12907
H: -6.34135 -4.93611 -0.52147
H: -0.39648 5.35777 -2.92705
H: 3.00834 0.61709 1.82967
H: -1.87444 3.15855 3.05146
H: -6.30825 1.13556 1.85384
H: 5.29382 3.81211 0.94936
H: 2.50957 4.07126 -2.26986
H: 1.82102 2.81855 3.12686
H: -6.58206 -7.10335 -1.71662
H: -0.98013 1.24517 4.74760
H: -12.13606 -0.01297 3.16221
H: -6.29764 -9.51800 -4.37056
H: -9.99491 3.68120 3.60454
H: -3.31664 -3.75032 -3.31260
H: 0.55849 6.49184 1.41369
H: -2.97063 3.70411 1.19828
H: 1.30274 2.24770 0.95017
H: 0.70974 -5.04584 -4.76422
H: 7.31524 4.64802 2.14032
H: 0.71082 5.06499 3.79110
H: -0.26479 1.56421 -4.69579
H: 0.00646 1.89088 -2.26768
H: 7.68463 3.87171 0.59391
H: 9.92276 -0.70886 2.59135
H: 1.37662 -0.18983 -0.07096
H: 10.58148 5.06436 -0.46851
H: -4.70954 -3.26047 -1.32603
H: -3.29755 -0.84970 1.52935
H: 2.91978 4.17067 3.36091
H: 11.81246 2.67322 0.74478
H: 0.60068 4.81626 -1.59464
H: 7.98422 2.99943 2.10649
H: -1.44612 -6.22954 -1.26474
H: 3.72596 1.45411 -1.03313
H: -3.87552 4.17347 -0.86915
H: -1.31629 -0.43175 -3.61202
H: -3.42036 -3.67642 7.25546
H: 2.64269 3.04624 -3.70227
H: 3.42498 2.22318 1.29410
H: -1.63477 1.49511 -1.90713
H: -0.26699 -0.66152 1.31825
H: 1.40288 2.78683 -0.70368
H: 2.46542 4.79646 -3.88103
H: -0.63619 -4.19759 -0.08798
H: 10.38167 2.67654 -3.99798
H: 5.23688 0.88209 2.53973
H: 0.35406 0.29201 4.04553
H: -8.96159 0.92824 0.47676
H: 2.50897 3.70649 1.73352
H: -7.21265 -11.56634 -3.29024
H: -11.76389 2.13216 4.36401
H: -3.55408 -5.92847 -4.48340
H: -7.03229 -13.62662 -7.01881
H: -4.82135 0.25883 2.02262
H: -0.09861 -0.56743 -8.39781
H: 12.39753 6.46484 -4.09726
H: -2.41594 0.70590 2.89003
H: -2.37412 -2.28151 0.99078
H: -6.13852 -11.57958 -8.11456
H: 1.77234 6.83946 2.66134
H: -5.21244 3.18504 2.13698
H: -1.18360 -0.47982 4.56734
H: 11.51221 -0.55226 4.47928
H: 0.33366 1.48122 -7.08671
H: 3.66889 -0.20260 -0.50195
H: -3.16373 -3.98022 9.71085
H: 13.26098 1.21677 4.48379
H: -1.67475 0.20551 7.54374

Output
HOMO energy (eV): -10.049
Total charge: +1
Gap between HOMO and LUMO (eV): 7.650
DFT total energy (hartree): -3951.444735
LUMO (eV): -2.40

Löwdin atomic charge list, values in e, 99 entries:
1. F 0.0312
2. F 0.0454
3. F 0.0559
4. F 0.0293
5. F 0.0495
6. F 0.0611
7. F 0.0418
8. F 0.0584
9. O -0.1361
10. O -0.2030
11. N -0.0042
12. N 0.0507
13. N 0.1355
14. C -0.0159
15. C -0.1797
16. C -0.0227
17. C -0.0849
18. C -0.0139
19. C -0.0686
20. C -0.0139
21. C -0.2777
22. C -0.0726
23. C -0.1553
24. C -0.0971
25. C -0.3260
26. C -0.2891
27. C -0.0119
28. C -0.0814
29. C -0.1097
30. C -0.0931
31. C -0.0754
32. C -0.2866
33. C -0.0242
34. C -0.2861
35. C -0.0963
36. C -0.0183
37. C -0.0852
38. C -0.1576
39. C -0.0188
40. C -0.0171
41. C -0.0576
42. C -0.3948
43. C -0.0286
44. C -0.0973
45. C -0.0586
46. C -0.0814
47. C -0.0793
48. C -0.0971
49. C -0.0803
50. C -0.0180
51. C -0.0992
52. C -0.2832
53. C -0.0108
54. C -0.0141
55. C -0.2179
56. C -0.0771
57. C -0.0849
58. C -0.0808
59. C -0.0906
60. C -0.2875
61. C -0.1703
62. C -0.2914
63. C -0.0887
64. C -0.0214
65. C -0.0247
66. C -0.2752
67. C -0.0785
68. C -0.0941
69. C -0.0274
70. C -0.1123
71. C -0.0792
72. C -0.2960
73. C -0.1699
74. C -0.3259
75. C -0.1399
76. C -0.0860
77. C -0.0805
78. C -0.0300
79. C -0.2003
80. C -0.2194
81. C -0.2788
82. C -0.0851
83. C -0.0074
84. C -0.0713
85. C -0.0795
86. C -0.0776
87. H 0.0599
88. H 0.0964
89. H 0.1042
90. H 0.1194
91. H 0.1114
92. H 0.0961
93. H 0.1009
94. H 0.1063
95. H 0.1144
96. H 0.0731
97. H 0.1060
98. H 0.0739
99. H 0.1054

---

[2]
Entry from the Open Molecules 2025 dataset: 13 unconnected molecules or ions with the total composition C74H112Cl7N11O3 in a non-equilibrium geometry (wB97M-V/def2-TZVPD).

CARTESIAN COORDINATES (ANGSTROEM)
Cl: 2.76883 6.39705 4.85531
Cl: 0.23474 -5.81104 0.48817
Cl: 3.06545 3.24361 -0.66412
Cl: -5.27383 -1.16507 -4.00671
Cl: 3.48854 -2.03785 -1.39812
Cl: -5.86149 -4.45648 -3.75324
Cl: -1.49026 3.10081 -3.09879
O: 0.50870 8.05028 6.18235
O: 5.60052 -5.29566 2.65100
O: 0.68813 -4.39245 3.32008
N: 6.49450 5.26810 4.10019
N: 1.05980 0.79455 -4.75727
N: -6.16990 2.13277 -3.42232
N: 6.88625 0.34252 -0.72188
N: -4.30997 -5.95247 -2.04701
N: -0.36050 -0.27903 -0.66684
N: -9.35441 -2.36277 -7.70445
N: -0.33076 -4.64673 3.76572
N: 0.53397 7.59790 -3.86332
N: 4.20494 -6.90780 0.26084
N: -0.14644 8.00379 5.21483
C: 5.69850 5.23022 2.98622
C: -4.99589 -4.76322 -2.10991
C: -2.37225 -1.26099 -1.63646
C: 0.48568 5.79141 -5.39088
C: -7.90368 -1.79319 -5.90268
C: 1.32091 5.50088 -3.17350
C: -9.96911 -3.38063 -8.49894
C: -7.08061 1.31804 -2.89598
C: 0.03055 9.03428 -3.54798
C: 6.89924 2.29090 1.28690
C: 7.99331 0.87651 -0.25208
C: -8.47481 -2.70348 -6.81412
C: -9.78639 -1.09574 -7.79714
C: -2.38928 -3.65648 4.84461
C: -0.65806 5.74056 4.16980
C: -2.74910 -5.02617 5.43752
C: 0.16603 1.51893 -5.51148
C: 3.25675 -6.65902 -0.89680
C: -2.74083 -3.74164 -1.74103
C: -6.05335 2.28195 -4.75459
C: 0.14287 7.07731 -5.01908
C: 5.56616 -4.26907 3.65478
C: -2.46187 7.57046 4.55052
C: -8.31537 -0.44826 -6.00592
C: 0.80299 -6.53671 4.89157
C: -2.21244 8.42653 3.27132
C: 0.95349 8.52451 3.00946
C: -2.11367 -4.99989 -1.82042
C: 7.39123 4.31036 4.39907
C: 1.01732 4.98384 -4.42575
C: -1.55770 -3.55971 3.54102
C: -2.99942 -6.07846 -1.88908
C: 8.07934 1.77324 0.78255
C: -1.45250 -5.83323 5.68319
C: 6.28217 6.39014 5.10479
C: 6.72801 -0.76108 -1.73090
C: -1.17537 -6.92715 3.48635
C: -5.22215 -7.10104 -1.95773
C: 5.02619 -8.10405 -0.04065
C: -4.11439 -3.63367 -1.86372
C: 0.17060 2.87381 -5.38348
C: 0.50164 0.90067 -0.49590
C: -6.72522 1.46511 -5.63274
C: 3.55755 -7.08927 1.56418
C: 7.64075 3.29166 3.49442
C: 5.72811 0.92124 -0.32164
C: -1.86400 -2.53238 -1.32284
C: -5.24006 2.96689 -2.59894
C: -0.52431 -5.97262 4.50740
C: -1.45430 6.41162 6.50972
C: -9.24295 -0.12461 -7.01860
C: 1.13749 6.87443 -2.87207
C: 6.89544 3.34995 2.28055
C: 2.10009 1.39110 -4.12100
C: 1.15410 3.52119 -4.66554
C: 6.03886 -8.53117 0.99229
C: -1.26696 9.57594 3.64439
C: -7.70115 0.55985 -5.07506
C: -7.93470 0.59663 -3.66421
C: 5.73185 1.89124 0.66555
C: 5.01268 -4.77784 1.45752
C: 2.18413 2.78056 -4.13985
C: -1.18017 6.87514 5.10721
C: -0.99714 -2.20513 3.36589
C: 5.96934 4.31029 1.95944
C: -2.33514 -3.98486 2.28532
C: 2.35953 -7.83341 -1.28390
C: -1.56904 -0.14637 -1.30545
C: 0.94094 10.21754 4.83318
C: 0.08559 -1.49550 -0.23697
C: 0.84594 -0.61777 -4.55439
C: 5.13160 -5.64500 0.24255
C: -0.68357 -2.61493 -0.56905
C: 0.09701 9.15557 4.10614
H: 4.33079 -7.33754 2.25995
H: 6.89260 -0.42581 -2.73530
H: 5.72913 6.01701 5.96322
H: 0.66514 -7.45507 5.39046
H: 4.94421 -4.96004 -0.59520
H: -3.22849 6.79715 4.39689
H: 5.74647 7.15932 4.47097
H: 1.36348 -6.68847 3.97644
H: -0.57271 0.96842 -6.10614
H: -0.17466 -3.50259 -0.29305
H: -5.71563 -7.31683 -2.88975
H: 1.50236 -7.75918 -0.62801
H: -2.89945 8.04528 5.40059
H: 3.87320 -6.36618 -1.71648
H: 4.34452 -8.95469 -0.18256
H: 0.31182 1.61873 -1.33379
H: -1.72111 10.21833 4.35625
H: -8.09814 -3.75209 -6.86135
H: 2.96998 -8.04281 1.39409
H: -4.71250 -7.94271 -1.52019
H: -3.12294 -4.85589 6.42226
H: -2.22364 -6.80886 3.61682
H: -8.68439 -0.04632 -3.27952
H: -7.14067 1.21658 -1.80957
H: 1.89350 8.07978 3.41477
H: 7.30565 6.60344 5.30526
H: -7.13391 -2.08112 -5.22672
H: -5.13436 3.95636 -2.91868
H: 5.70258 -4.74506 4.60476
H: 5.53629 -7.92731 -0.98604
H: -0.22189 -0.81510 -4.61403
H: -9.38780 -4.29636 -8.44087
H: 5.37844 4.23221 1.09804
H: 8.89569 0.37060 -0.56982
H: -3.14869 -3.24114 2.12498
H: 4.81841 0.47950 -0.75674
H: -5.80250 -4.89624 -1.43470
H: 5.62150 -8.85450 1.97055
H: -5.38158 2.92636 -5.22320
H: 4.69923 -3.61593 3.59015
H: 0.79019 9.76502 -3.31880
H: 8.26923 2.51044 3.87689
H: 7.48661 -1.47763 -1.36598
H: 5.48458 -3.75072 1.24918
H: -0.33872 -1.86971 4.18882
H: -2.32778 5.71871 6.47498
H: -0.56754 8.95225 -2.65583
H: 2.84952 -8.83063 -1.33841
H: -4.54845 -2.56791 -1.91336
H: 1.45137 -5.91738 5.53545
H: 3.95249 -4.49147 1.67836
H: -0.96029 -5.44701 6.53295
H: 2.69958 -5.76043 -0.57245
H: 0.51456 10.48160 5.84861
H: 1.93271 -7.61714 -2.31486
H: -0.47302 7.64771 -5.71025
H: -1.81903 7.84443 2.43553
H: 0.20434 5.34167 -6.34300
H: 4.96281 6.00673 3.09369
H: 1.19529 -0.95183 -3.52796
H: 6.18428 -5.94272 0.23139
H: 1.43563 7.50192 -2.00681
H: -3.51288 -5.61531 4.94930
H: 0.95483 11.16027 4.29713
H: -3.32988 -1.08730 -2.03142
H: 1.52480 0.53744 -0.55660
H: -5.64113 2.90233 -1.59219
H: 9.03359 2.23206 1.03218
H: 5.74942 -1.19125 -1.69151
H: -1.09649 10.26858 2.76094
H: 6.48127 -3.66085 3.47397
H: -1.12077 -5.30835 -1.50454
H: 0.38287 5.53341 4.33683
H: -4.21520 2.50120 -2.63768
H: 2.89408 -6.35258 1.91213
H: 1.68865 4.83316 -2.38657
H: 1.46948 -1.19382 -5.20965
H: 6.56968 -9.37272 0.53287
H: -2.68054 -7.01574 -1.64080
H: -0.48443 -2.09580 2.46317
H: 0.50955 7.78790 2.35500
H: -1.14697 4.82666 4.48880
H: -10.62843 -0.90267 -8.47166
H: -3.35137 -3.14670 4.67532
H: 1.92233 9.85783 5.05453
H: 2.83111 0.75893 -3.63082
H: -0.88695 5.93559 3.07858
H: -2.88671 -4.92362 2.49004
H: 4.82690 2.34410 0.97262
H: -11.05238 -3.56834 -8.23729
H: -6.10151 -7.02599 -1.37958
H: 6.78444 -7.79130 1.19530
H: 7.77334 4.44726 5.41412
H: -0.63754 9.22999 -4.31528
H: -0.61170 3.45223 -5.92598
H: 1.36392 9.41953 2.50308
H: -1.73183 -4.10695 1.37628
H: -3.08334 8.91952 2.93214
H: -1.62589 -6.86021 5.96809
H: -1.76057 7.26711 7.14105
H: -0.77722 -6.78705 2.49372
H: -9.99984 -2.98541 -9.50967
H: 0.56590 1.35356 0.46231
H: 1.03550 -1.57285 0.18404
H: -6.44862 1.43688 -6.71729
H: 2.94143 3.31617 -3.68173
H: -1.83358 -3.15327 5.65627
H: -0.73188 5.84864 7.18372
H: -0.89277 -8.03632 3.69648
H: -9.52802 0.91878 -7.18804
H: -1.93324 -1.61609 3.31470
H: -1.81353 0.84335 -1.71070

Output
HOMO energy (eV): -12.473
Total charge: +4
Gap between HOMO and LUMO (eV): 4.941
DFT total energy (hartree): -6934.823415
LUMO (eV): -7.53

Löwdin atomic charge list, values in e, 99 entries:
1. Cl -0.2670
2. Cl -0.0202
3. Cl -0.3175
4. Cl -0.1668
5. Cl -0.4302
6. Cl 0.4833
7. Cl -0.1897
8. O 0.1572
9. O -0.1982
10. O 0.1845
11. N -0.0846
12. N -0.0780
13. N -0.0654
14. N -0.0604
15. N -0.1430
16. N -0.0784
17. N -0.1169
18. N 0.0216
19. N -0.0674
20. N -0.2478
21. N 0.0069
22. C 0.0556
23. C -0.6243
24. C 0.0286
25. C 0.0408
26. C 0.0563
27. C 0.0465
28. C 0.0194
29. C -0.0642
30. C 0.0762
31. C -0.1535
32. C -0.0239
33. C 0.0142
34. C -0.0015
35. C -0.1153
36. C -0.0099
37. C -0.1450
38. C -0.0151
39. C -0.1965
40. C -0.1643
41. C -0.0296
42. C -0.0088
43. C -0.0790
44. C -0.1022
45. C -0.1149
46. C -0.0195
47. C -0.1344
48. C -0.0592
49. C -0.0555
50. C -0.0009
51. C -0.1622
52. C -0.3976
53. C -0.0474
54. C 0.0474
55. C -0.1259
56. C 0.0246
57. C 0.0265
58. C -0.0167
59. C -0.0214
60. C -0.1963
61. C -0.0796
62. C -0.1257
63. C -0.0483
64. C 0.0259
65. C -0.0108
66. C 0.0727
67. C 0.0132
68. C -0.0817
69. C 0.0300
70. C -0.4599
71. C -0.0460
72. C 0.0420
73. C 0.0584
74. C -0.1300
75. C 0.0387
76. C -0.2070
77. C -0.0542
78. C -0.1414
79. C -0.1492
80. C 0.0018
81. C -0.0137
82. C -0.2471
83. C 0.0217
84. C -0.4326
85. C -0.0266
86. C 0.0642
87. C -0.0118
88. C -0.0829
89. C 0.0078
90. C -0.0148
91. C -0.0238
92. C 0.0079
93. C -0.0569
94. C -0.0029
95. C -0.4117
96. H 0.0820
97. H 0.1017
98. H 0.0927
99. H 0.0927

---

> Which value of HOMO energy does entry 2 give?

-12.473 eV

---

> Number 1 is which compound?

C73H94F8N3O2

---

> Among the records above, which one has the lowest DFT total energy?

C74H112Cl7N11O3